Entry 1:
12
Properties=species:S:1:pos:R:3:mulliken_charge:R:1 method="wB97M-V/def2-TZVPD" lumo_energy_ev="-4.6 / -4.9" homo_energy_ev="-12.4 / -12.4" total_charge=+1 e_tot_ha=-238.340461 de_lowest_kcal_mol=112.1 max_force_ev_per_a=4.39
C -0.35779 0.11382 -1.75267 -0.719
C 0.90036 0.78077 -1.74396 -0.201
C 1.25194 0.99593 -0.35726 -0.361
C 1.03775 2.34397 0.18990 0.295
O 0.29976 2.56452 1.13942 -0.697
Li -0.45235 3.61284 1.89862 0.882
H -0.30914 -0.97886 -1.83205 0.316
H -1.07874 0.54684 -2.45557 0.278
H 1.69103 0.32775 -2.34892 0.299
H -0.11552 0.27871 -0.21786 0.200
H 2.26328 0.64863 -0.10245 0.325
H 1.57593 3.18750 -0.28558 0.385

Entry 2:
177
Properties=species:S:1:pos:R:3:mulliken_charge:R:1 method="wB97M-V/def2-TZVPD" lumo_energy_ev=0.0 homo_energy_ev=-8.1 e_tot_ha=-2960.592076 de_lowest_kcal_mol=0.0 smiles=CC1(C)CCCC(C)(C)N1O.CC1(C)CCCC(C)(C)N1O.CC1(C)CCCC(C)(C)N1O.CC1(C)CCCC(C)(C)N1O.CC1(C)CCCC(C)(C)N1O.CO.CO.CO.CO.O max_force_ev_per_a=3.31
C -0.66873 -0.65621 -4.51621 -0.531
O 0.03584 -1.88023 -4.31796 -0.468
H -0.77253 -0.34092 -5.55443 0.418
H -1.60872 -0.60221 -3.96704 0.240
H -0.04773 0.07369 -3.99685 0.046
H 0.98314 -1.73462 -4.37289 0.383
C 4.80714 -0.01282 0.87021 -0.305
O 3.97684 -0.00823 -0.25066 -0.578
H 4.60797 -0.99992 1.28743 0.049
H 5.80955 0.09790 0.45667 0.359
H 4.48371 0.75851 1.56916 0.048
H 3.09135 0.15321 0.08318 0.236
C 0.94062 0.21284 -0.85264 1.032
O 1.45093 0.10303 0.46902 1.262
H 0.04076 0.82509 -0.79350 -0.581
H 1.68617 0.77256 -1.41741 0.061
H 0.66819 -0.75649 -1.27010 -0.670
H 0.82478 0.48307 1.08960 -0.634
C 2.79564 0.57440 -4.46226 -0.752
O 2.80123 -0.85808 -4.33312 -0.385
H 2.34811 1.12766 -3.63659 0.166
H 3.86622 0.76318 -4.54175 0.383
H 2.33829 0.80924 -5.42340 0.276
H 3.31308 -0.94436 -3.52555 0.270
O -0.42843 1.15367 2.68040 -0.393
H -0.73210 1.15912 3.58814 0.120
H -0.22395 2.06923 2.49024 -0.463
C 3.25606 -3.83381 -3.82697 -1.358
C 3.13051 -5.27369 -3.18953 2.006
C 4.20605 -5.55145 -2.11462 -1.780
C 3.93704 -4.84289 -0.76543 -0.420
C 2.51568 -5.19488 -0.30293 -0.841
C 1.39694 -4.96037 -1.27839 1.862
N 1.84286 -5.59583 -2.54000 0.188
O 0.89415 -5.59731 -3.50225 -0.558
C 0.15458 -5.73108 -0.69887 -1.952
C 0.94926 -3.47938 -1.33041 -0.781
C 3.49031 -6.32040 -4.26729 -2.154
H 3.38570 -2.99513 -3.14294 -0.082
H 2.45066 -3.51687 -4.48953 0.329
H 4.13044 -3.70615 -4.46514 0.574
H 4.34463 -6.62176 -1.96188 0.454
H 5.21415 -5.29265 -2.43846 0.464
H 4.00519 -3.76066 -0.87607 0.084
H 4.57697 -5.09005 0.08162 0.525
H 2.38783 -4.62705 0.61866 -0.472
H 2.56651 -6.25751 -0.06558 0.630
H -0.76795 -5.55353 -1.25161 0.345
H 0.27236 -6.81231 -0.77077 0.496
H -0.08761 -5.45836 0.32830 0.176
H 0.63341 -3.23750 -0.31560 -0.384
H 1.84483 -2.90181 -1.55945 -0.030
H 0.15461 -3.28608 -2.05102 0.871
H 2.71181 -6.27328 -5.02874 0.438
H 3.44156 -7.34642 -3.90259 0.473
H 4.45006 -6.16527 -4.76016 0.368
H 0.83756 -4.65175 -3.65820 0.516
C 2.53979 2.71033 3.82878 -1.991
C 1.96280 3.75723 2.86592 1.763
C 2.51402 3.38480 1.44142 -0.826
C 1.93053 4.18511 0.21568 -1.262
C 0.36215 4.07935 0.43877 -0.012
C -0.32997 4.39578 1.80898 2.057
N 0.47107 3.73961 2.88270 1.345
O -0.09245 3.95902 4.12145 -0.637
C -0.42370 5.95737 1.94175 -1.636
C -1.76280 3.84306 1.69268 -1.532
C 2.48830 5.18316 3.18498 -2.030
H 2.29876 1.71743 3.44910 0.121
H 2.11368 2.84896 4.82241 0.486
H 3.61855 2.81233 3.94697 0.452
H 3.59214 3.54516 1.43467 0.711
H 2.37166 2.31391 1.29638 -0.325
H 2.35164 3.70339 -0.66678 0.441
H 2.26264 5.22243 0.25750 0.450
H 0.07790 3.07477 0.12552 -1.077
H -0.11881 4.72251 -0.29820 0.727
H -1.37424 6.36515 1.59782 0.434
H -0.24527 6.30720 2.95855 0.294
H 0.25582 6.45256 1.24811 0.403
H -2.31333 4.54091 1.06179 0.397
H -1.88385 2.80395 1.38659 0.055
H -2.23538 3.84521 2.67490 0.355
H 2.13270 5.46906 4.17488 0.395
H 2.25794 5.97818 2.47576 0.334
H 3.57414 5.21372 3.27506 0.421
H -0.20978 3.07734 4.48266 0.252
C -3.77876 4.71343 -2.03772 -1.469
C -3.14984 3.87078 -3.13628 1.947
C -4.14677 2.70438 -3.56962 0.141
C -5.21676 3.24607 -4.55059 -1.047
C -4.66720 3.99228 -5.75061 -1.071
C -3.66851 5.12865 -5.31428 1.484
N -2.74656 4.65697 -4.28802 0.173
O -1.78312 5.58123 -3.89437 -0.428
C -2.92238 5.51297 -6.55861 -1.929
C -4.50218 6.30275 -4.80086 -1.557
C -1.86238 3.18191 -2.65163 -2.046
H -3.98509 4.06120 -1.18912 0.116
H -4.69740 5.22971 -2.31640 0.269
H -3.18541 5.53163 -1.62956 0.483
H -3.58659 2.01290 -4.19903 0.463
H -4.58905 2.13494 -2.75217 -0.748
H -5.85757 3.92386 -3.98662 0.343
H -5.79279 2.35938 -4.81531 0.489
H -5.54821 4.41282 -6.23544 0.398
H -4.10917 3.25230 -6.32431 0.375
H -2.47923 4.64684 -7.05009 0.369
H -3.52817 6.10146 -7.24767 0.392
H -2.08195 6.19075 -6.40895 0.416
H -4.91407 6.88003 -5.62862 0.466
H -5.33578 5.97896 -4.17767 0.355
H -3.88844 6.87373 -4.10416 0.202
H -1.94535 2.47313 -1.82771 0.126
H -1.12530 3.85948 -2.22069 0.357
H -1.35873 2.67081 -3.47212 0.550
H -2.29972 6.11644 -3.28751 0.419
C -4.87804 0.20492 -1.03705 -1.900
C -4.56631 0.02809 0.46474 1.826
C -5.59372 -0.80099 1.19751 -1.272
C -5.46346 -2.27851 0.90059 -0.796
C -4.11283 -2.78990 1.28102 -1.162
C -2.96246 -2.00010 0.57117 1.357
N -3.24444 -0.55313 0.78350 -0.419
O -2.18936 0.32457 0.42399 1.556
C -1.71945 -2.39679 1.44352 -1.439
C -2.89897 -2.46195 -0.92215 -1.459
C -4.65220 1.38960 1.11662 -1.958
H -5.49551 1.06381 -1.30003 0.474
H -3.94759 0.30611 -1.59573 0.340
H -5.43107 -0.67358 -1.36945 0.266
H -5.58244 -0.64098 2.27564 0.379
H -6.58255 -0.52518 0.83110 0.355
H -6.18540 -2.73901 1.57502 0.409
H -5.86183 -2.36077 -0.11066 0.426
H -4.07041 -3.83893 0.98804 0.422
H -3.94261 -2.79838 2.35761 0.420
H -0.74933 -2.12984 1.02434 -0.893
H -1.56061 -3.47379 1.49764 0.716
H -1.79443 -1.96875 2.44315 0.576
H -3.87908 -2.33875 -1.38292 0.343
H -2.58380 -3.49934 -1.03443 0.288
H -2.32516 -1.69523 -1.44271 0.217
H -4.19317 1.34340 2.10417 0.408
H -4.01457 2.04711 0.52568 -0.029
H -5.60471 1.91937 1.10298 0.520
H -1.90691 0.49560 1.32542 -0.109
C 1.99637 -2.38383 2.92764 -0.912
C 1.62706 -2.79523 4.36121 2.006
C 2.06202 -4.30471 4.44555 -1.481
C 3.53544 -4.45529 4.83705 -0.575
C 3.80372 -3.68499 6.09992 -1.506
C 3.53982 -2.09854 5.91915 1.707
N 2.12952 -1.93927 5.44793 0.137
O 1.81131 -0.58637 5.32135 -0.188
C 3.77382 -1.48001 7.26651 -2.007
C 4.52258 -1.52174 4.88278 -1.222
C 0.06713 -2.75528 4.60604 -1.883
H 1.73195 -1.34193 2.74701 -0.221
H 3.05528 -2.53274 2.71636 0.139
H 1.54861 -2.97664 2.13003 0.018
H 1.49850 -4.78939 5.24282 0.450
H 1.76443 -4.87135 3.56325 0.403
H 3.72436 -5.52180 4.95941 0.497
H 4.16006 -4.00412 4.06609 0.252
H 4.70666 -3.95472 6.64769 0.460
H 3.07462 -4.04729 6.82466 0.411
H 2.92528 -1.63572 7.93271 0.414
H 3.71810 -0.40185 7.11628 0.378
H 4.73666 -1.79097 7.67191 0.407
H 4.52354 -1.95792 3.88386 0.280
H 5.54814 -1.46208 5.24717 0.424
H 4.26045 -0.48933 4.65143 0.102
H -0.26012 -1.73649 4.39851 0.283
H -0.52285 -3.45492 4.01399 0.416
H -0.25602 -2.94214 5.63013 0.463
H 1.03882 -0.45926 5.87697 0.312

Entry 3:
13
Properties=species:S:1:pos:R:3:mulliken_charge:R:1 method="wB97M-V/def2-TZVPD" lumo_energy_ev=-6.3 homo_energy_ev=-17.1 total_charge=+1 e_tot_ha=-302.903737 de_lowest_kcal_mol=85.5 max_force_ev_per_a=3.54
C 0.31043 0.91682 -1.52292 -0.994
C 0.95305 0.04476 -0.55908 -0.423
C -0.59955 -1.47262 0.25561 0.183
N -1.83181 0.41707 3.86141 -0.138
N -1.05440 0.32748 3.09813 0.141
O -1.71967 -1.24239 0.21533 -0.097
H -0.21187 1.76359 -0.96663 0.332
H 1.04737 1.54362 -2.07243 0.342
H -0.38986 0.42153 -2.18815 0.354
H 0.26426 -0.36244 0.26407 0.265
H 1.58281 0.80664 0.07754 0.316
H 0.12927 -2.28547 0.40562 0.380
H 1.51994 -0.87859 -0.86850 0.339

Entry 4:
43
Properties=species:S:1:pos:R:3:mulliken_charge:R:1 method="wB97M-V/def2-TZVPD" lumo_energy_ev=0.2 homo_energy_ev=-9.8 e_tot_ha=-952.711089 de_lowest_kcal_mol=0.0 smiles="NC(N)=O.NC(N)=O.CCO.CO.CO.CO" max_force_ev_per_a=5.04
C -0.15123 0.26267 3.27878 -0.513
O 0.84237 0.11136 2.27882 -0.482
H -0.02455 -0.51858 4.02825 0.208
H -0.06020 1.14841 3.90748 0.244
H -1.16101 0.23723 2.86914 0.236
H 0.45204 0.43874 1.46516 0.307
C -2.38604 -4.30448 6.89273 -0.544
O -1.42450 -4.95880 7.67981 -0.499
H -2.17375 -4.49250 5.84026 0.255
H -3.31748 -4.87045 6.90735 0.251
H -2.64965 -3.28735 7.18268 0.245
H -1.36781 -5.88976 7.45245 0.291
C 4.38031 -2.90593 0.55609 -0.461
O 2.98887 -3.30547 0.63189 -0.500
H 4.95516 -3.71674 1.00357 0.197
H 4.55072 -2.76257 -0.51091 0.193
H 4.52939 -1.96395 1.08388 0.258
H 2.51861 -2.52597 0.93656 0.310
C 1.34925 -0.41884 -3.85038 0.634
O 0.73872 -0.25494 -2.80238 -0.643
N 0.93315 -1.01229 -4.97866 -0.372
N 2.56143 0.03291 -4.04270 -0.409
H 1.54694 -0.85454 -5.76511 0.146
H 0.06630 -1.48334 -5.19491 0.199
H 3.01465 -0.43269 -4.81595 0.197
H 3.01230 0.32207 -3.18643 0.250
C -5.14250 0.07762 -0.74815 0.664
O -6.19868 0.46868 -0.37492 -0.633
N -4.61123 -1.05729 -0.31869 -0.397
N -4.39891 0.68783 -1.61205 -0.366
H -5.08495 -1.55902 0.41885 0.205
H -3.74374 -1.36567 -0.73394 0.162
H -3.53393 0.33126 -1.99254 0.156
H -4.73202 1.57937 -1.95012 0.211
C 0.70425 4.81856 -2.14978 -1.047
C 2.10257 5.33629 -2.54187 -0.164
O 1.96984 6.65197 -3.16602 -0.514
H 0.10213 4.57163 -3.02417 0.267
H 0.09254 5.56318 -1.64041 0.332
H 0.72641 4.04817 -1.37899 0.325
H 2.62228 4.61572 -3.17336 0.218
H 2.66780 5.50787 -1.62581 0.278
H 2.73417 7.12963 -2.83550 0.305

Entry 5:
16
Properties=species:S:1:pos:R:3:mulliken_charge:R:1 method="wB97M-V/def2-TZVPD" lumo_energy_ev=-0.6 homo_energy_ev=-8.9 e_tot_ha=-325.792620 de_lowest_kcal_mol=90.9 max_force_ev_per_a=1.28
C -1.12214 -0.24245 -1.70836 -0.770
O -0.29904 -0.93363 -0.72855 -0.276
C 0.39329 -0.30250 0.13527 0.907
C 0.89002 -1.10534 1.28734 -1.061
C 0.96488 1.05933 -0.07188 -1.179
C -1.86246 0.69776 0.93349 -0.192
N -1.66051 0.78449 2.08772 -0.539
H -2.10775 -0.69008 -1.59215 0.297
H -1.21154 0.81176 -1.45968 0.431
H -0.69592 -0.43916 -2.69183 0.280
H 1.94960 -0.90670 1.48648 0.351
H 0.71051 -2.17263 1.14691 0.325
H 0.29281 -0.75248 2.13708 0.285
H 0.47959 1.71884 0.64967 0.355
H 0.81014 1.44246 -1.08078 0.361
H 2.03921 1.01526 0.14508 0.424

Entry 6:
18
Properties=species:S:1:pos:R:3:mulliken_charge:R:1 method="wB97M-V/def2-TZVPD" lumo_energy_ev="-5.0 / -5.0" homo_energy_ev="-13.2 / -13.2" total_charge=+1 e_tot_ha=-360.326341 de_lowest_kcal_mol=156.1 smiles="C=C(C)N1C/[N+]1=N/C" max_force_ev_per_a=4.73
C 1.74634 -0.70631 1.87342 -1.239
C 0.97459 -0.18821 0.82425 1.159
C -1.55885 -0.85590 1.47398 -0.263
C 1.62786 0.41585 -0.33821 -1.111
C -1.76217 1.06819 -1.62421 -0.645
N -2.31373 0.28515 -0.61650 -0.602
N -0.42057 -0.16670 0.89806 -0.116
N -1.57713 -0.08625 0.27959 0.788
H 1.36136 -1.23220 2.68746 0.318
H 2.79011 -0.63904 1.85255 0.324
H -1.71554 -1.91890 1.46837 0.278
H -1.89826 -0.37850 2.32628 0.269
H 1.07226 0.15327 -1.20908 0.253
H 2.69775 0.11193 -0.45223 0.353
H 1.68748 1.48793 -0.37101 0.307
H -0.93288 0.58090 -2.20423 0.274
H -1.27063 1.89200 -1.08381 0.344
H -2.58165 1.29500 -2.37579 0.309

Entry 7:
79
Properties=species:S:1:pos:R:3:mulliken_charge:R:1 method="wB97M-V/def2-TZVPD" lumo_energy_ev="-1.2 / -1.2" homo_energy_ev="-6.2 / -6.2" e_tot_ha=-2152.799855 de_lowest_kcal_mol=0.0 max_force_ev_per_a=1.23
Sr -0.04972 -0.10627 -0.03499 4.245
C 5.82013 0.12658 -3.60660 -0.600
C 6.42131 -0.05430 -2.34850 -0.630
C 5.66288 -0.06002 -1.19013 -0.159
C 4.28887 0.09681 -1.32272 0.321
C 3.20971 0.16696 -0.32160 -0.485
N 2.03989 0.33999 -0.98516 -0.242
C 2.24897 0.45441 -2.32052 -0.420
N 1.36392 0.77910 -3.26902 -0.617
C 0.08602 1.15850 -3.07161 -0.554
C -0.75961 1.76057 -4.11130 0.312
C -0.53950 2.00541 -5.46288 -0.163
C -1.54634 2.63536 -6.17138 -0.608
C -2.73897 3.03673 -5.53976 -0.592
C -2.94228 2.81437 -4.18987 -0.160
C -1.93764 2.15748 -3.48727 0.381
C -1.80555 1.79620 -2.06902 -0.647
N -2.69385 2.14688 -1.11850 -0.590
C -2.51382 2.06022 0.20417 -0.371
N -1.46174 1.52395 0.87155 -0.235
C -1.54860 1.77648 2.20165 -0.582
N -0.64435 1.51211 3.15174 -0.601
C 0.60328 1.03855 2.95458 -0.506
N 1.17969 0.68614 1.78015 -0.304
C 2.49237 0.39792 1.95269 -0.382
N 3.41192 0.13775 1.00059 -0.642
C 2.79513 0.50888 3.38723 0.167
C 3.96815 0.32026 4.11228 -0.105
C 3.91820 0.52755 5.47876 -0.611
C 2.72735 0.93151 6.11041 -0.612
C 1.56736 1.13485 5.38507 -0.210
C 1.61599 0.90926 4.01255 0.351
C -2.81316 2.49269 2.44216 0.324
C -3.38627 2.98968 3.60639 -0.072
C -4.59556 3.65401 3.49057 -0.631
C -5.20404 3.83603 2.23617 -0.616
C -4.61697 3.35732 1.07746 -0.112
C -3.41609 2.67110 1.20234 0.104
N -0.61082 1.17605 -1.90860 -0.221
C 3.69446 0.27381 -2.56675 0.252
C 4.45272 0.30361 -3.72969 -0.201
H 6.44280 0.13279 -4.49220 0.407
H 7.49472 -0.18328 -2.28930 0.409
H 6.11267 -0.17910 -0.21238 0.550
H 0.39049 1.71272 -5.93390 0.544
H -1.41694 2.83323 -7.22844 0.371
H -3.50358 3.53515 -6.12304 0.398
H -3.84591 3.13892 -3.68925 0.546
H 4.88451 0.02515 3.61620 0.548
H 4.80959 0.38419 6.07632 0.398
H 2.72525 1.09078 7.18122 0.401
H 0.65049 1.46117 5.86030 0.550
H -2.89478 2.85734 4.56219 0.559
H -5.07991 4.04724 4.37545 0.406
H -6.14634 4.36602 2.17920 0.400
H -5.07237 3.51079 0.10679 0.548
H 3.98737 0.46199 -4.69482 0.543
C -1.98208 -2.66807 -0.83554 -0.775
N -0.79785 -2.42840 0.04372 0.012
C -1.17872 -2.78056 1.44707 -0.814
N -1.61441 -4.16584 1.54298 0.097
C -2.75728 -4.35637 0.63854 -0.699
N -2.42384 -4.05252 -0.76013 0.091
C -1.30583 -4.91749 -1.16199 -0.672
N -0.12377 -4.74222 -0.30631 0.099
C 0.29752 -3.35143 -0.38504 -0.775
C -0.51781 -5.02866 1.08061 -0.690
H -1.71106 -2.42209 -1.86430 0.263
H -2.79247 -2.00608 -0.52287 0.229
H -1.98424 -2.11696 1.77019 0.244
H -0.31550 -2.61940 2.09740 0.282
H -3.57634 -3.71170 0.95834 0.351
H -3.08802 -5.39266 0.70371 0.333
H -1.03506 -4.69389 -2.19414 0.343
H -1.62833 -5.95699 -1.10706 0.332
H 0.58011 -3.10873 -1.41174 0.265
H 1.16516 -3.19178 0.25955 0.244
H 0.34491 -4.88915 1.73252 0.356
H -0.83663 -6.06857 1.14751 0.330

Entry 8:
34
Properties=species:S:1:pos:R:3:mulliken_charge:R:1 method="wB97M-V/def2-TZVPD" lumo_energy_ev="-8.3 / -11.2" homo_energy_ev="-14.8 / -13.7" total_charge=+2 e_tot_ha=-1872.736025 max_force_ev_per_a=7.30
Ca -0.69080 -0.26780 -0.47761 2.068
N 3.36328 1.60747 0.25241 -0.591
C 3.84995 0.31973 0.03371 0.763
C 5.11478 -0.33587 0.19927 -0.777
C 5.32999 -1.83424 0.04081 -0.159
C 4.19871 -2.62640 0.09407 -0.681
C 2.93374 -1.93359 -0.21984 0.468
C 2.80769 -0.57823 -0.15415 0.174
N 1.54489 0.11071 -0.06758 -0.581
C 1.92795 1.31556 0.26972 0.673
C 1.05129 2.45728 0.24800 -0.262
C 1.29444 3.71560 -0.07091 -0.143
S -0.04567 4.63535 0.23095 0.027
C -1.11782 3.23757 0.16697 -0.109
N -0.32983 2.13901 0.02930 -0.399
H 6.15536 -2.41788 -0.53865 0.380
H 6.06282 0.15889 0.18399 0.453
H 4.63700 -0.76472 0.94646 0.401
H 4.10472 -3.68955 -0.07069 0.466
H 1.81715 -2.30288 -0.05683 -0.091
H 2.17150 4.30779 -0.14869 0.405
H -7.50872 2.87549 0.25135 0.024
C -3.73804 -2.40646 -0.35359 -0.511
C -4.01601 -1.02123 -0.11863 0.280
O -3.08865 -0.18117 -0.29675 -0.737
H -9.38830 1.90282 0.09582 0.206
H -2.79859 -2.57948 -0.82971 0.228
H -4.41993 -3.10003 0.18945 0.316
H -4.77353 -0.65391 0.56630 0.165
H -5.43472 -0.81417 -0.28050 0.290
H -2.26924 3.13544 -0.13930 0.399
N 0.11193 -3.61496 -0.04822 -0.391
C -0.29825 -2.59163 -0.22829 -0.529
H -8.55907 1.79550 0.30141 -0.225